The following is a quantum chemistry calculation of a structure of composition C34H42NO4V, from the Open Molecules 2025 dataset.

The geometry in XYZ format:
```
82
Properties=species:S:1:pos:R:3:forces:R:3:mulliken_spin:R:1
O 2.082 -1.418 -3.399 0.7 -2.0 -2.3 0.0424
C 1.941 -2.874 -3.678 -1.0 -0.4 1.5 0.0008
C 2.479 -2.892 -5.078 0.2 0.3 0.8 -0.0011
H 0.914 -3.224 -3.669 -0.1 0.3 0.5 0.0046
H 2.542 -3.392 -2.923 -0.1 -0.2 -0.3 0.0005
C 2.728 -1.411 -4.742 0.6 1.1 -0.9 0.0152
H 1.699 -3.018 -5.848 0.6 -0.3 0.3 0.0005
H 3.342 -3.587 -5.099 -0.4 0.7 -0.8 -0.0001
C 1.963 -0.516 -5.693 -0.2 -0.1 -0.2 0.0008
H 0.905 -0.773 -5.661 -0.1 0.1 0.2 -0.0002
H 2.283 -0.720 -6.718 0.2 0.1 0.0 0.0002
H 2.068 0.546 -5.492 0.1 0.1 0.2 -0.0011
C 4.215 -1.121 -4.736 0.3 0.2 -0.1 -0.0019
H 4.743 -1.810 -4.082 0.0 0.0 0.3 0.0004
H 4.495 -0.091 -4.482 -0.2 -0.2 0.1 0.0000
H 4.600 -1.340 -5.742 -0.1 0.2 0.1 -0.0001
V 1.570 0.216 -0.539 -2.0 -1.7 0.0 2.4779
C 2.823 0.656 1.041 1.5 -1.4 0.8 -0.0697
C 2.251 -0.534 1.633 2.1 0.0 0.2 0.0280
C 2.746 -1.684 0.944 -0.2 0.6 0.6 -0.0379
H 1.757 -0.565 2.599 -0.3 0.1 -0.5 0.0190
C 3.606 -1.251 -0.098 0.0 0.8 0.3 0.1465
C 3.687 0.191 -0.056 0.1 -0.9 1.0 -0.0168
H 4.337 0.780 -0.697 -0.2 -0.1 0.2 0.0076
H 2.653 1.689 1.373 0.3 -0.7 -0.1 0.0330
H 2.624 -2.737 1.274 -0.2 0.9 -0.5 0.0115
H 4.238 -1.944 -0.674 -0.5 0.6 -0.1 0.0166
C 0.789 2.322 -0.360 -0.1 0.1 -1.8 0.0125
C 1.988 2.148 -1.158 -0.9 0.9 -0.8 -0.0743
C 1.609 1.445 -2.359 0.1 1.0 0.0 0.1115
H 2.994 2.428 -0.866 -0.3 0.1 -0.2 0.0354
C 0.178 1.339 -2.368 0.6 0.1 0.7 -0.0079
C -0.315 1.837 -1.137 0.2 0.4 -0.6 -0.0384
H -1.386 1.898 -0.895 0.9 -0.2 0.2 0.0018
H 0.682 2.892 0.546 0.1 -0.2 0.3 0.0237
H 2.284 1.069 -3.130 -0.2 0.4 0.3 0.0176
H -0.431 1.079 -3.229 0.1 -0.4 0.3 0.0122
O -1.314 -3.141 -3.071 1.2 1.2 2.6 0.0003
C -0.754 -2.248 -1.936 0.0 0.0 0.3 0.0750
C 0.358 -3.127 -1.224 -0.2 1.3 -0.4 0.0200
H -1.518 -2.023 -1.126 0.3 -0.3 -1.4 0.0050
H -0.358 -1.224 -2.309 -0.8 -2.0 0.1 -0.0279
C 0.032 -4.584 -1.601 0.9 0.1 -1.2 0.0019
H 0.288 -3.002 -0.139 0.0 0.2 -0.2 0.0349
H 1.351 -2.707 -1.527 -0.9 -0.9 0.5 0.0063
C -1.238 -4.446 -2.512 0.1 -0.3 0.9 0.0012
H -0.163 -5.157 -0.671 0.0 0.1 -0.8 -0.0005
H 0.881 -5.052 -2.182 -0.8 0.3 0.8 0.0003
H -2.038 -4.649 -1.777 -0.5 0.3 -0.6 0.0000
H -1.312 -5.148 -3.349 0.1 0.0 0.2 0.0000
C -5.855 2.698 2.977 -0.2 0.0 -0.1 0.0001
C -4.477 3.234 2.667 0.4 0.2 -0.2 0.0000
C -4.335 4.166 1.637 0.0 0.4 -0.5 -0.0001
C -3.087 4.718 1.283 0.1 -0.5 0.6 0.0003
C -1.940 4.246 1.939 -1.0 0.0 0.0 0.0014
C -2.075 3.237 2.914 -0.7 0.2 -0.4 -0.0017
N -0.908 2.694 3.406 1.4 0.6 0.6 0.0015
C -0.721 1.422 3.970 -0.1 -0.4 0.8 0.0056
C -0.359 1.304 5.331 -0.1 -0.4 -0.6 -0.0001
C -0.345 0.051 5.932 -0.2 0.0 -0.2 0.0001
C -0.750 -1.067 5.188 0.1 -0.1 0.1 0.0002
C -0.996 -0.971 3.826 -0.1 0.2 0.2 0.0028
C -0.935 0.275 3.209 0.0 0.2 -0.3 -0.0082
C -1.046 0.366 1.699 -0.2 -0.3 -1.6 0.0501
O -1.894 1.128 1.181 0.7 -0.9 0.8 0.0032
O -0.208 -0.411 1.100 -1.5 0.7 0.3 0.0568
C -3.346 2.803 3.372 0.2 0.8 -0.9 0.0006
C -3.513 1.958 4.581 -0.2 -0.4 0.4 -0.0002
H -5.886 1.601 2.992 0.1 0.2 0.0 0.0000
H -6.236 3.042 3.945 0.1 0.0 -0.1 0.0000
H -6.565 3.030 2.210 0.1 0.0 0.1 0.0000
H -5.254 4.465 1.113 0.5 0.0 0.1 0.0000
H -2.989 5.460 0.480 -0.2 -0.3 0.4 0.0001
H -0.936 4.611 1.698 -0.4 -0.2 -0.1 -0.0002
H -0.113 3.322 3.465 -0.3 -0.2 -0.1 -0.0002
H -0.148 2.204 5.900 0.0 0.0 0.0 0.0000
H -0.088 -0.047 6.987 -0.1 0.0 -0.3 -0.0001
H -0.877 -2.029 5.671 0.2 0.0 0.1 0.0000
H -1.293 -1.830 3.218 0.3 0.2 0.3 0.0005
H -3.422 0.893 4.367 0.2 -0.1 0.0 0.0000
H -2.794 2.211 5.358 0.0 0.0 0.0 0.0001
H -4.507 2.093 5.006 0.0 0.1 0.0 0.0000
```
Forces are in eV/Å.

- charge = -1
- HOMO (spin up / spin down) (eV) = -3.2 / -4.7
- HOMO-LUMO gap (spin up / spin down) (eV) = 5.68 / 7.16
- expectation value of S² = 3.77
- 2S+1 = 4

***

The following is a quantum chemistry calculation of a cluster of 2 separate species, C2H4F2S in total, from the Open Molecules 2025 dataset.

The geometry in XYZ format:
```
9
Properties=species:S:1:pos:R:3:forces:R:3:nbo_charge:R:1
C -1.130 0.083 -0.270 -0.5 -2.5 3.7 -0.7502
C 0.202 0.095 0.349 3.1 -0.9 -1.4 0.6046
F 0.930 -1.724 -0.669 -0.9 1.8 1.2 -0.7227
F 0.494 -0.288 1.583 -1.0 0.3 -1.4 -0.2780
S 1.411 1.101 -0.441 -1.3 -0.4 0.5 0.1623
H -1.887 0.297 0.535 0.5 0.3 -0.9 0.2526
H -1.111 0.726 -1.092 -0.5 0.6 -1.4 0.2502
H -1.241 -1.021 -0.412 -0.2 0.8 -0.8 0.3297
H 2.332 0.730 0.417 0.8 -0.1 0.4 0.1515
```
Forces are in eV/Å.

- HOMO (spin up / spin down) (eV) = -9.7 / -9.7
- HOMO-LUMO gap (spin up / spin down) (eV) = 9.12 / 9.12

***

The following is a quantum chemistry calculation of the molecule CH4N2O2S, from the Open Molecules 2025 dataset.

The geometry in XYZ format:
```
10
Properties=species:S:1:pos:R:3:forces:R:3:nbo_charge:R:1
C -1.077 -0.232 -0.496 2.6 1.3 0.3 0.3855
N 1.434 1.016 0.309 2.0 0.5 -3.6 -1.1143
N -2.142 -0.858 -0.329 -1.3 1.4 0.7 -0.6322
O 0.099 -0.854 -0.816 0.4 -1.7 -0.4 -0.7419
O 2.280 -1.443 0.242 -0.4 0.3 -0.1 -0.8847
S 1.723 -0.409 -0.592 -1.4 1.2 1.1 1.6925
H -0.759 0.826 -0.402 -1.3 -0.1 0.2 0.1431
H 1.044 1.244 1.161 -1.0 -0.4 2.2 0.4031
H 1.783 1.865 -0.172 -0.2 -1.1 0.4 0.3993
H -2.832 -0.110 -0.012 0.7 -1.4 -0.7 0.3496
```
Forces are in eV/Å.

- HOMO (eV) = -10.5
- HOMO-LUMO gap (eV) = 10.84

***

The following is a quantum chemistry calculation of a cluster of 2 separate species, C7H13NS2 in total, from the Open Molecules 2025 dataset.

The geometry in XYZ format:
```
23
Properties=species:S:1:pos:R:3:forces:R:3:nbo_charge:R:1
C -1.141 -1.380 -2.322 0.0 0.0 -0.3 -0.5223
C -1.126 -1.154 -1.037 0.8 0.2 0.3 -0.1931
C 1.368 -0.157 -0.272 -1.3 0.3 -0.6 0.1196
C -2.189 1.465 0.429 0.0 0.0 0.1 -0.6235
C 2.333 2.070 -0.621 0.3 0.1 0.2 -0.4308
C 1.150 -2.671 0.718 0.2 0.3 0.0 -0.7193
C -1.674 0.242 1.159 -0.1 -0.3 -0.3 -0.5022
N 1.384 0.998 -0.649 -0.3 -0.4 -0.1 -0.4693
S -2.155 -1.302 0.288 -0.1 0.2 0.4 0.2777
S 2.351 -1.319 0.478 0.4 -0.6 0.3 0.2461
H -2.040 -1.632 -2.875 -0.2 0.0 0.0 0.2021
H -0.242 -1.284 -2.908 0.2 0.0 -0.1 0.2171
H -1.746 1.517 -0.562 0.0 0.1 -0.1 0.2260
H -3.275 1.426 0.330 0.0 0.0 0.0 0.2106
H -1.924 2.366 0.982 0.0 0.1 0.0 0.2098
H 2.557 2.363 -1.646 0.1 0.1 0.1 0.2133
H 3.257 1.789 -0.104 0.0 0.1 0.0 0.1863
H 1.870 2.918 -0.112 0.1 0.0 -0.1 0.2110
H 0.527 -2.454 1.581 0.0 -0.1 0.0 0.2232
H 1.726 -3.578 0.888 0.0 0.0 0.0 0.2268
H 0.539 -2.752 -0.180 0.1 -0.1 0.1 0.2470
H -2.089 0.160 2.163 0.0 0.0 0.0 0.2170
H -0.582 0.237 1.192 -0.2 0.0 0.2 0.2270
```
Forces are in eV/Å.

- HOMO (spin up / spin down) (eV) = -7.1 / -7.4
- HOMO-LUMO gap (spin up / spin down) (eV) = 7.16 / 7.49

***

Total energy values, unit a.u., following the record order: -2620.405711; -676.420344; -698.617440; -1125.474879.
Largest force on an atom values, unit eV/A, following the record order: 3.120; 4.502; 4.130; 1.466.